(1)
ORCA calculation (the ωB97M-V functional and the def2-TZVPD basis) on a molecular structure, C29H40CoGeN4O2Sb.

As for the multiplicity: 4. The net charge is +1. As for the orbital gap (spin up / spin down): 0.293 / 0.271 Ha. The value obtained for the HOMO energy (spin up / spin down) is -0.3888 / -0.3922 Ha. Its LUMO energy (spin up / spin down) is -2.605 / -3.291 eV.

CARTESIAN COORDINATES (ANGSTROEM)
Co  -0.486  0.942  -0.301
O  -2.037  3.066  2.783
C  -1.760  2.419  1.789
N  -0.598  1.763  1.541
C  0.403  1.732  2.496
C  0.722  2.806  3.335
C  1.675  2.668  4.323
C  2.340  1.463  4.502
C  2.042  0.382  3.686
C  1.107  0.512  2.678
N  0.757  -0.573  1.841
C  0.982  -0.393  0.544
O  0.304  -0.955  -0.349
C  2.110  0.526  0.169
C  3.461  0.263  0.306
C  4.352  1.268  -0.046
C  3.856  2.488  -0.483
C  2.487  2.647  -0.613
N  1.638  1.674  -0.317
C  -2.796  2.168  0.725
C  -3.990  2.877  0.731
C  -4.978  2.530  -0.174
C  -4.747  1.464  -1.033
C  -3.521  0.822  -0.991
N  -2.557  1.180  -0.148
H  0.194  3.738  3.215
H  1.904  3.506  4.960
H  3.088  1.362  5.272
H  2.532  -0.570  3.824
H  3.798  -0.694  0.671
H  5.416  1.106  0.030
H  4.519  3.305  -0.715
H  2.049  3.576  -0.954
H  -4.116  3.666  1.455
H  -5.913  3.068  -0.192
H  -5.503  1.131  -1.726
H  -3.307  -0.025  -1.633
C  0.645  -6.484  2.826
C  -0.439  -6.045  1.850
C  -1.046  -4.681  2.195
C  -0.047  -3.537  2.029
Ge  -0.795  -1.691  2.233
C  -1.330  -0.961  4.018
C  -2.384  -1.798  4.728
C  -3.609  -2.036  3.855
C  -4.668  -2.858  4.575
H  0.949  -7.503  2.607
H  0.278  -6.450  3.849
H  1.524  -5.849  2.752
H  -1.241  -6.785  1.861
H  -0.027  -6.017  0.838
H  -1.405  -4.711  3.226
H  -1.908  -4.507  1.545
H  0.400  -3.580  1.034
H  0.756  -3.639  2.760
H  -1.776  -1.292  1.131
H  -1.700  0.053  3.854
H  -0.446  -0.874  4.651
H  -2.684  -1.291  5.648
H  -1.951  -2.761  5.005
H  -3.292  -2.562  2.946
H  -4.032  -1.075  3.555
H  -4.260  -3.821  4.875
H  -5.527  -3.032  3.933
H  -5.005  -2.335  5.466
C  -0.241  3.084  -3.855
Sb  -0.302  1.162  -2.883
C  -1.590  0.148  -4.285
C  1.540  0.363  -3.644
H  -0.187  2.943  -4.927
H  0.628  3.642  -3.523
H  -1.135  3.649  -3.611
H  -1.148  0.229  -5.272
H  -2.577  0.598  -4.293
H  -1.669  -0.899  -4.010
H  1.527  0.398  -4.728
H  1.631  -0.667  -3.316
H  2.389  0.929  -3.275

Charges obtained by Mulliken population analysis, quoted in units of e: number 1, Co, carries -0.52; number 2, O, carries -0.70; number 3, C, carries 0.23; number 4, N, carries 0.88; number 5, C, carries 0.48; number 6, C, carries -0.92; number 7, C, carries -0.78; number 8, C, carries -0.87; number 9, C, carries -0.77; number 10, C, carries -0.05; number 11, N, carries -0.01; number 12, C, carries 1.01; number 13, O, carries -0.73; number 14, C, carries 0.60; number 15, C, carries -0.55; number 16, C, carries -0.61; number 17, C, carries -0.70; number 18, C, carries -0.79; number 19, N, carries 0.16; number 20, C, carries 0.38; number 21, C, carries -0.73; number 22, C, carries -0.31; number 23, C, carries -1.01; number 24, C, carries -0.30; number 25, N, carries 0.42; number 26, H, carries 0.53; number 27, H, carries 0.45; number 28, H, carries 0.48; number 29, H, carries 0.51; number 30, H, carries 0.61; number 31, H, carries 0.50; number 32, H, carries 0.49; number 33, H, carries 0.54; number 34, H, carries 0.56; number 35, H, carries 0.46; number 36, H, carries 0.45; number 37, H, carries 0.70; number 38, C, carries -1.17; number 39, C, carries -0.70; number 40, C, carries -0.36; number 41, C, carries -1.07; number 42, Ge, carries 1.10; number 43, C, carries -0.80; number 44, C, carries -0.99; number 45, C, carries 0.07; number 46, C, carries -1.49; number 47, H, carries 0.39; number 48, H, carries 0.29; number 49, H, carries 0.29; number 50, H, carries 0.36; number 51, H, carries 0.32; number 52, H, carries 0.22; number 53, H, carries 0.41; number 54, H, carries 0.41; number 55, H, carries 0.46; number 56, H, carries -0.27; number 57, H, carries 0.34; number 58, H, carries 0.46; number 59, H, carries 0.50; number 60, H, carries 0.33; number 61, H, carries 0.18; number 62, H, carries 0.27; number 63, H, carries 0.31; number 64, H, carries 0.40; number 65, H, carries 0.36; number 66, C, carries -1.28; number 67, Sb, carries 0.57; number 68, C, carries -1.36; number 69, C, carries -1.32; number 70, H, carries 0.39; number 71, H, carries 0.39; number 72, H, carries 0.39; number 73, H, carries 0.45; number 74, H, carries 0.39; number 75, H, carries 0.41; number 76, H, carries 0.49; number 77, H, carries 0.39; number 78, H, carries 0.36



(2)
ORCA calculation (the ωB97M-V functional and the def2-TZVPD basis) on a molecular structure, C23H16CaN7O2.

The net charge is -1. As for the orbital gap: 0.254 Ha. The value obtained for the HOMO energy is -0.1688 Ha. Its LUMO energy is 2.329 eV.

CARTESIAN COORDINATES (ANGSTROEM)
Ca  -0.296  0.671  -0.334
O  1.727  1.199  0.377
C  2.202  1.642  1.495
C  3.463  2.292  1.517
C  4.021  2.788  2.672
C  3.359  2.662  3.897
C  2.137  2.025  3.912
C  1.534  1.511  2.755
C  0.261  0.834  2.940
N  -0.440  0.304  2.011
N  -1.605  -0.334  2.420
C  -2.182  -0.941  1.413
O  -1.775  -0.990  0.195
C  -3.460  -1.658  1.743
C  -3.990  -1.660  3.032
C  -5.171  -2.332  3.304
C  -5.841  -3.010  2.293
C  -5.320  -3.009  1.007
C  -4.137  -2.336  0.735
H  3.975  2.391  0.567
H  4.985  3.283  2.627
H  3.793  3.051  4.808
H  1.606  1.910  4.852
H  -0.109  0.754  3.966
H  -3.457  -1.126  3.807
H  -5.574  -2.326  4.309
H  -6.765  -3.533  2.507
H  -5.839  -3.531  0.211
H  -3.720  -2.317  -0.262
N  -1.593  6.509  -3.054
C  -2.039  5.599  -2.489
N  -2.646  4.607  -1.866
C  -1.967  3.602  -1.434
N  -1.414  2.637  -1.078
N  -0.025  0.803  -4.902
C  0.371  1.054  -3.627
N  -0.062  0.168  -2.777
C  -0.817  -0.727  -3.527
C  -1.545  -1.840  -3.112
C  -2.223  -2.548  -4.083
C  -2.188  -2.163  -5.433
C  -1.481  -1.053  -5.854
C  -0.800  -0.342  -4.871
H  0.164  1.387  -5.697
H  0.966  1.917  -3.370
H  -1.589  -2.104  -2.061
H  -2.806  -3.415  -3.801
H  -2.738  -2.745  -6.161
H  -1.468  -0.751  -6.893

Charges obtained by natural (NBO) population analysis, quoted in units of e: number 1, Ca, carries 1.80; number 2, O, carries -0.90; number 3, C, carries 0.40; number 4, C, carries -0.26; number 5, C, carries -0.20; number 6, C, carries -0.31; number 7, C, carries -0.15; number 8, C, carries -0.24; number 9, C, carries 0.13; number 10, N, carries -0.43; number 11, N, carries -0.46; number 12, C, carries 0.54; number 13, O, carries -0.89; number 14, C, carries -0.02; number 15, C, carries -0.19; number 16, C, carries -0.23; number 17, C, carries -0.22; number 18, C, carries -0.23; number 19, C, carries -0.20; number 20, H, carries 0.20; number 21, H, carries 0.20; number 22, H, carries 0.20; number 23, H, carries 0.19; number 24, H, carries 0.16; number 25, H, carries 0.24; number 26, H, carries 0.20; number 27, H, carries 0.20; number 28, H, carries 0.20; number 29, H, carries 0.23; number 30, N, carries -0.52; number 31, C, carries 0.45; number 32, N, carries -0.71; number 33, C, carries 0.58; number 34, N, carries -0.76; number 35, N, carries -0.53; number 36, C, carries 0.25; number 37, N, carries -0.58; number 38, C, carries 0.16; number 39, C, carries -0.22; number 40, C, carries -0.23; number 41, C, carries -0.21; number 42, C, carries -0.23; number 43, C, carries 0.07; number 44, H, carries 0.42; number 45, H, carries 0.22; number 46, H, carries 0.26; number 47, H, carries 0.21; number 48, H, carries 0.21; number 49, H, carries 0.21



(3)
ORCA calculation (the ωB97M-V functional and the def2-TZVPD basis) on C19H16FNO3S in the gas phase.

The net charge is 0. As for the orbital gap: 0.147 Ha. The value obtained for the HOMO energy is -0.2196 Ha. Its LUMO energy is -1.974 eV.

CARTESIAN COORDINATES (ANGSTROEM)
F  4.499  0.574  2.546
S  3.316  1.683  2.241
C  2.039  0.568  1.827
C  0.755  1.026  1.476
O  3.084  2.376  3.485
O  3.894  2.445  1.162
H  2.373  -0.447  1.701
H  -0.142  0.395  1.833
H  0.557  2.098  1.847
C  3.786  -2.891  -1.348
C  4.174  -1.553  -1.523
C  3.224  -0.540  -1.353
C  1.894  -0.821  -1.018
C  1.026  0.397  -0.790
C  0.018  0.319  0.306
N  -1.266  0.927  -0.142
C  -1.194  2.255  -0.341
C  -2.340  2.950  -0.753
C  -3.584  2.334  -0.674
C  -3.679  0.975  -0.343
C  -2.474  0.212  -0.164
C  -2.622  -1.187  0.005
C  -3.875  -1.800  0.138
C  -5.057  -1.030  0.068
C  -4.955  0.348  -0.150
O  1.057  1.273  -1.624
C  1.531  -2.166  -0.756
C  2.476  -3.200  -0.951
H  4.550  -3.676  -1.324
H  5.219  -1.293  -1.723
H  3.552  0.498  -1.510
H  -0.099  -0.756  0.434
H  -0.231  2.714  -0.138
H  -2.156  4.009  -0.959
H  -4.470  2.991  -0.694
H  -1.748  -1.788  0.074
H  -3.921  -2.870  0.321
H  -6.015  -1.564  0.182
H  -5.939  0.878  -0.188
H  0.530  -2.433  -0.457
H  2.212  -4.233  -0.723

Charges obtained by natural (NBO) population analysis, quoted in units of e: number 1, F, carries -0.52; number 2, S, carries 2.35; number 3, C, carries -0.90; number 4, C, carries -0.41; number 5, O, carries -0.93; number 6, O, carries -0.94; number 7, H, carries 0.24; number 8, H, carries 0.18; number 9, H, carries 0.27; number 10, C, carries -0.19; number 11, C, carries -0.20; number 12, C, carries -0.14; number 13, C, carries -0.17; number 14, C, carries 0.62; number 15, C, carries -0.19; number 16, N, carries -0.26; number 17, C, carries 0.13; number 18, C, carries -0.25; number 19, C, carries -0.11; number 20, C, carries -0.02; number 21, C, carries 0.16; number 22, C, carries -0.22; number 23, C, carries -0.16; number 24, C, carries -0.20; number 25, C, carries -0.19; number 26, O, carries -0.54; number 27, C, carries -0.15; number 28, C, carries -0.24; number 29, H, carries 0.22; number 30, H, carries 0.23; number 31, H, carries 0.24; number 32, H, carries 0.22; number 33, H, carries 0.27; number 34, H, carries 0.25; number 35, H, carries 0.24; number 36, H, carries 0.22; number 37, H, carries 0.23; number 38, H, carries 0.23; number 39, H, carries 0.24; number 40, H, carries 0.18; number 41, H, carries 0.22



The following ΔE to the lowest compared entry with this formula, charge and spin values (in kJ/mol) correspond, in order, to the records above: 0.00 43.50 183.31.
The following E values (in Ha) correspond, in order, to the records above: -5198.32592 -2097.70171 -1511.94449.